Below is the molecule C4H11NS in a non-equilibrium geometry, with properties calculated with ωB97M-V/def2-TZVPD.

Last column: natural (NBO) charge in e.
Positions of all 17 atoms, in Å:
N1 -2.2927 -1.1059 0.3171  -0.8383
C1 -1.3413 -0.3517 1.1301  -0.2208
C2 -0.9603 0.9306 0.2745  -0.4154
C3 -0.5165 0.5311 -1.1339  -0.4095
C4 0.8718 -0.2480 -1.1297  -0.4980
S1 2.0659 0.1405 0.2550  -0.0921
H1 -2.4322 -1.9925 0.7993  0.3558
H2 -3.1816 -0.6178 0.2885  0.3538
H3 -0.4568 -0.9634 1.3240  0.1842
H4 -1.6549 0.0240 2.1417  0.1668
H5 -0.2071 1.4433 0.8691  0.2241
H6 -1.8260 1.6055 0.1817  0.1975
H7 -1.0984 -0.1263 -1.7833  0.2325
H8 -0.3843 1.4812 -1.6337  0.1952
H9 0.7048 -1.3067 -1.0639  0.2114
H10 1.3014 0.1036 -2.0782  0.2253
H11 3.0127 0.6651 -0.5206  0.1274

Forces on atoms 1 to 2 (eV/Å):
N 0.1055 -0.6860 1.1546
C 0.1038 2.0694 -0.5903

frontier orbital gap: 9.834 eV
SMILES: NCCCCS
total charge: 0
multiplicity: 1
DFT total energy: -611.9167 Eh
ΔE to the lowest compared entry with this formula, charge and spin: 16.0 kcal per mole
LUMO energy: 0.938 eV